--- P ---
Density functional theory data (ωB97M-V/def2-TZVPD) for CH4NOPS in the gas phase.

```
9
Properties=species:S:1:pos:R:3:nbo_charge:R:1
N -1.434 0.499 -0.566 -0.959
H 2.091 -0.361 -0.717 0.214
P -0.481 -0.738 0.191 1.684
C 1.389 0.273 -0.303 -0.774
H 1.667 0.563 0.646 0.208
H 1.073 1.087 -1.012 0.240
H -0.391 -0.579 1.523 -0.115
O -1.334 -1.974 0.036 -1.009
S -2.579 1.228 0.202 0.511
```

spin multiplicity: 3
expectation value of S²: 2.01
LUMO level (alpha / beta): 0.347 / -1.862 eV
HOMO-LUMO gap (alpha / beta): 9.125 / 8.386 eV

=====

--- Q ---
Density functional theory data (ωB97M-V/def2-TZVPD) for CH4NOPS in the gas phase.

```
9
Properties=species:S:1:pos:R:3:nbo_charge:R:1
P -0.933 1.049 0.039 0.633
H -0.695 -1.644 -1.006 0.194
H -1.015 -1.534 0.663 0.177
H -0.977 1.098 -1.357 -0.070
N 0.695 1.411 0.264 -1.177
H 0.783 1.758 1.286 0.412
C -0.465 -1.091 -0.059 -0.287
S 1.764 0.093 -0.241 0.803
O 0.845 -1.141 0.413 -0.685
```

spin multiplicity: 3
expectation value of S²: 2.01
LUMO level (alpha / beta): 0.715 / -2.274 eV
HOMO-LUMO gap (alpha / beta): 6.132 / 7.476 eV

=====

Which structure is the most stable? The one labeled P.

=====

--- P ---
Density functional theory data (ωB97M-V/def2-TZVPD) for C2H6IO2P in the gas phase.

```
12
Properties=species:S:1:pos:R:3:nbo_charge:R:1
H 1.279 0.238 -0.494 0.163
H -1.696 0.562 -0.418 0.212
C -0.795 0.959 -0.719 -0.617
C 0.267 -0.200 -0.394 -0.053
P 0.683 0.354 2.191 1.185
O 1.963 -0.452 2.710 -0.859
H -0.151 -0.371 3.126 -0.053
I 4.034 0.180 1.760 0.245
O 0.054 -0.488 0.992 -0.832
H -0.522 1.796 0.023 0.207
H -0.609 1.263 -1.704 0.209
H 0.282 -1.070 -1.004 0.193
```

SMILES: CCOPOI
LUMO level (alpha / beta): -2.529 / -2.418 eV
HOMO-LUMO gap (alpha / beta): 6.229 / 6.724 eV

=====

--- Q ---
Density functional theory data (ωB97M-V/def2-TZVPD) for a molecular structure, C2H6IO2P.

```
12
Properties=species:S:1:pos:R:3:nbo_charge:R:1
I -3.935 -0.586 0.065 -0.015
C 0.460 -0.614 -0.558 -0.065
H 1.904 -1.744 0.557 0.220
O -0.034 0.712 -0.664 -0.795
P -1.032 1.374 0.452 1.411
H -0.648 2.706 0.181 -0.037
H 1.212 -0.373 1.438 0.205
C 1.570 -0.714 0.467 -0.634
O -2.374 1.494 -0.244 -0.880
H 0.828 -0.863 -1.555 0.195
H 2.409 -0.094 0.167 0.214
H -0.358 -1.299 -0.307 0.181
```

LUMO level (alpha / beta): -2.607 / -2.031 eV
HOMO-LUMO gap (alpha / beta): 6.666 / 7.289 eV

=====

Which structure is the most stable? The one labeled Q.

=====

--- P ---
Density functional theory data (ωB97M-V/def2-TZVPD) for 2 unconnected molecules or ions with the total composition C4H12NO2.

```
19
Properties=species:S:1:pos:R:3:nbo_charge:R:1
H 0.087 1.905 -2.588 0.066
H 2.821 0.814 1.227 0.175
H 1.027 -1.215 -1.263 0.269
C 0.291 0.883 -2.170 0.138
H 2.050 2.259 0.507 0.205
O -0.379 -0.114 -2.704 -0.942
H 2.933 1.023 -0.503 0.197
H 0.796 -1.762 0.427 0.184
C 2.287 1.201 0.353 -0.612
H 2.379 -1.284 -0.179 0.174
H -0.873 0.730 -0.500 0.343
H -5.787 -1.923 3.798 0.464
N 0.059 1.083 -0.662 -0.704
C 0.992 0.384 0.203 -0.034
H -5.647 -1.932 2.301 0.474
C 1.313 -1.069 -0.226 -0.663
H 0.523 0.362 1.195 0.156
H 1.406 0.814 -2.221 0.048
O -6.281 -2.158 3.004 -0.938
```

total charge: -1
LUMO level: 2.802 eV
HOMO-LUMO gap: 5.279 eV

=====

--- Q ---
Density functional theory data (ωB97M-V/def2-TZVPD) for 2 unconnected molecules or ions with the total composition C4H12NO2.

```
19
Properties=species:S:1:pos:R:3:nbo_charge:R:1
C -0.792 0.814 1.061 -0.617
C -0.597 -1.709 1.174 -0.648
H -0.360 2.472 -1.082 0.456
C 1.781 0.076 -0.795 0.154
H 0.616 -1.588 -0.841 0.353
H -0.143 1.581 -2.160 0.482
H -0.977 -2.502 0.544 0.196
O -0.722 2.250 -1.906 -0.941
C -0.701 -0.535 0.246 -0.007
H 0.566 -1.877 1.361 0.231
H -1.190 -1.803 2.074 0.191
H 1.932 0.535 -1.830 0.077
H 1.616 0.905 0.008 0.045
H 0.168 0.903 1.565 0.206
H -0.876 1.642 0.393 0.185
H -1.752 -0.591 -0.237 0.131
N 0.311 -0.561 -0.756 -0.754
O 2.784 -0.756 -0.470 -0.928
H -1.663 0.744 1.654 0.190
```

total charge: -1
LUMO level: 3.937 eV
HOMO-LUMO gap: 6.720 eV

=====

Which structure is the most stable? The one labeled P.